#A
# C22H25N3O4S

One molecule with the formula C22H25N3O4S (ωB97M-V/def2-TZVPD, the Open Molecules 2025 dataset).

Geometry as ORCA input:
```
! wB97M-V def2-TZVPD RIJCOSX def2/J DEFGRID3
* xyz 0 1
C -0.71741 -3.43682 -1.69286
O -0.90082 -3.12520 -0.32913
C -1.88464 -2.23919 -0.00343
C -1.97696 -1.89550 1.34569
C -2.94212 -1.01382 1.77815
C -3.84496 -0.45063 0.88343
C -4.83183 0.58641 1.34101
C -4.13839 1.95792 1.41353
N -3.56931 2.33522 0.13973
C -2.28544 2.05129 -0.17052
O -1.48240 1.63171 0.63287
C -1.93058 2.34625 -1.62644
C -0.42738 2.21355 -1.86735
S 0.56013 3.38536 -0.87913
C 1.33104 2.09496 0.03372
N 2.09794 2.35961 0.98819
C 2.75255 1.32618 1.76346
C 3.88179 0.67750 1.00020
C 5.06781 1.36831 0.81343
C 6.12109 0.80914 0.11067
C 5.99204 -0.46528 -0.40702
C 4.81439 -1.17394 -0.23775
C 3.75251 -0.60735 0.45417
O 2.54276 -1.23223 0.64193
C 2.35840 -2.53487 0.13356
N 0.97659 0.86722 -0.50217
C 0.04347 0.81730 -1.47354
O -0.35978 -0.18978 -2.00744
C -3.74759 -0.79840 -0.45404
C -2.78524 -1.68589 -0.90382
H -0.49987 -2.53487 -2.27022
H 0.13362 -4.11590 -1.72934
H -1.59620 -3.94131 -2.10712
H -1.27159 -2.32902 2.03767
H -2.99231 -0.74979 2.82433
H -5.67315 0.64108 0.64596
H -5.21673 0.34074 2.33167
H -4.84468 2.73030 1.72935
H -3.30823 1.91037 2.12095
H -4.21183 2.56653 -0.60148
H -2.44248 1.61359 -2.25684
H -2.26671 3.34859 -1.89691
H -0.21151 2.38706 -2.92495
H 2.03693 0.56485 2.09289
H 3.15797 1.83596 2.64223
H 5.15462 2.36159 1.22698
H 7.03707 1.36309 -0.02595
H 6.80762 -0.91931 -0.94999
H 4.73452 -2.16685 -0.65125
H 2.49276 -2.56076 -0.95224
H 3.04260 -3.24501 0.60661
H 1.32934 -2.80064 0.37300
H 1.31688 0.01395 -0.06055
H -4.44004 -0.37366 -1.16947
H -2.73623 -1.91963 -1.95444
*
```

* SMILES string: COc1ccc(CCNC(=O)C[C@H]2S/C(=N/Cc3ccccc3OC)NC2=O)cc1
* HOMO energy: -0.300 hartree


#B
# C22H25N3O4S

C22H25N3O4S as an isolated structure (ωB97M-V/def2-TZVPD, the Open Molecules 2025 dataset).

Geometry as ORCA input:
```
! wB97M-V def2-TZVPD RIJCOSX def2/J DEFGRID3
* xyz 0 1
C -2.23223 0.26021 -6.47804
C -1.64057 1.20939 -5.50700
C -1.86589 2.50785 -5.62368
C -1.30418 3.35670 -4.48882
C -0.42139 2.86622 -3.35875
C -0.43986 1.44053 -3.20487
C -1.00839 0.66755 -4.11648
H -0.66710 -0.54992 -4.29552
H 0.17964 0.89680 -2.49032
N -0.13967 3.65146 -2.36474
S 1.13959 3.10472 -1.56118
O 2.25968 2.43643 -2.33749
O 1.78391 4.63807 -0.87644
C 0.60822 2.12990 -0.27240
C 1.46146 0.93174 -0.05757
C 0.83125 0.13506 1.09959
C -0.13220 0.63253 1.86193
C -0.86528 1.72228 1.64305
C -0.39756 2.50853 0.39689
H -1.00197 3.46603 0.41145
H -1.58788 1.87432 2.17816
C -0.85641 -0.52151 2.95109
O -1.97628 -0.59408 3.05375
N 0.10057 -1.09054 3.65103
H 1.35607 -1.24344 3.06048
C -0.05469 -2.15790 4.32976
H 0.47821 -1.91757 5.49166
H -1.18521 -2.33484 4.37953
C 0.39526 -3.48795 3.87930
C -0.39475 -3.66838 2.54759
C -1.31400 -4.76090 2.17396
C -1.67401 -4.41820 0.95746
C -1.14753 -3.28671 0.50911
O -0.14459 -2.82479 1.55828
H -1.11571 -2.68391 -0.29577
H -2.69620 -5.00630 0.30739
H -1.47388 -5.51332 2.81400
N 1.65034 -3.30923 3.52477
C 2.31897 -4.52165 2.61243
H 3.27003 -4.46242 2.43366
H 1.68158 -4.35937 1.72326
H 2.01511 -5.52054 3.27637
C 2.71782 -3.29577 4.73612
H 2.53160 -2.28358 5.29335
H 2.62877 -4.26332 5.32622
H 3.78696 -3.08649 4.23533
H 0.28726 -4.19418 4.46517
H 1.43252 -0.63575 1.11031
H 2.21288 0.63829 -0.78147
H -0.36905 4.47180 -2.41087
H -1.47939 4.34204 -4.57484
H -2.35226 2.88013 -6.33282
H -1.28584 -0.24046 -7.19818
H -2.83663 -0.44514 -6.01383
H -2.81451 0.91787 -7.21051
*
```

* HOMO energy: -0.298 hartree


Here is how they stack up, most stable first: #A, #B.


#A
# C5H16N2

A 2-piece molecular cluster, C5H16N2 overall (ωB97M-V/def2-TZVPD, the Open Molecules 2025 dataset).

Geometry as ORCA input:
```
! wB97M-V def2-TZVPD RIJCOSX def2/J DEFGRID3
* xyz 0 1
C -0.26722 -0.78786 -1.67793
C 0.75925 0.11952 -2.32910
C 1.19296 1.28352 -1.42715
N 1.96639 -0.59916 -2.79137
H -1.11927 -0.27126 -1.22963
H -0.69109 -1.48199 -2.40808
H 0.20596 -1.37958 -0.88873
H 0.34550 0.56963 -3.23721
H 1.75772 1.98899 -2.02819
H 0.29421 1.71477 -0.98497
H 1.83710 0.92407 -0.62122
H 1.68094 -1.28277 -3.49201
H 2.31785 -1.14617 -2.01374
C -0.63258 0.74258 3.28637
C -0.65988 -0.24720 2.14754
N -1.96518 -0.90452 2.00310
H -0.92683 0.26964 4.22876
H 0.34904 1.18744 3.44697
H -1.32929 1.58066 3.17989
H -0.33978 0.24326 1.22353
H 0.04514 -1.04860 2.37559
H -2.71923 -0.26548 2.19264
H -2.10170 -1.20947 1.04491
*
```

* SMILES string: CC(C)N.CCN
* HOMO energy: -0.342 hartree


#B
# C5H16N2

A 2-piece molecular cluster, C5H16N2 overall (ωB97M-V/def2-TZVPD, the Open Molecules 2025 dataset).

Geometry as ORCA input:
```
! wB97M-V def2-TZVPD RIJCOSX def2/J DEFGRID3
* xyz 0 1
C 2.14414 0.74199 -0.47051
C 1.50322 0.82062 0.91207
C 1.28747 -0.56212 1.57544
N 0.81520 -1.66356 0.76504
H 3.08781 0.20649 -0.41644
H 2.33749 1.74125 -0.85722
H 1.49588 0.22295 -1.17637
H 2.15203 1.40123 1.57236
H 0.55943 1.36798 0.85205
H 0.58170 -0.43647 2.40020
H 2.24452 -0.88018 2.00554
H -0.09826 -1.45919 0.36600
H 1.45741 -1.83806 -0.00025
C -1.58917 -0.17355 -1.89805
N -1.35689 -0.17338 -0.46969
C -2.52892 0.13391 0.32338
H -0.66498 -0.45043 -2.40416
H -1.92550 0.79936 -2.28728
H -2.34954 -0.91814 -2.13573
H -0.64638 0.52188 -0.27037
H -3.29430 -0.61820 0.13076
H -2.25649 0.09090 1.37672
H -2.95590 1.12471 0.10649
*
```

* SMILES string: CCCN.CNC
* HOMO energy: -0.313 hartree


Here is how they stack up, most stable first: #A, #B.


#A
# F3HN2O2S

A 2-piece molecular cluster, F3HN2O2S overall (ωB97M-V/def2-TZVPD, the Open Molecules 2025 dataset).

Geometry as ORCA input:
```
! wB97M-V def2-TZVPD RIJCOSX def2/J DEFGRID3
* xyz 0 1
N 1.08180 -1.10848 -0.70415
N 0.05317 -0.28307 -0.36603
O 0.10595 1.43588 1.89383
O -1.96405 1.53803 0.60498
F 1.81707 -1.36788 0.52205
F -0.09720 0.63655 -1.32003
F -1.24312 -1.02562 -0.37910
S -0.69174 2.14169 0.91722
H 0.93812 -1.96710 -1.16877
*
```

* HOMO energy: -0.431 hartree


#B
# F3HN2O2S

A 2-piece molecular cluster, F3HN2O2S overall (ωB97M-V/def2-TZVPD, the Open Molecules 2025 dataset).

Geometry as ORCA input:
```
! wB97M-V def2-TZVPD RIJCOSX def2/J DEFGRID3
* xyz 0 1
N -0.76665 0.76679 -1.65987
N -0.64918 -0.72878 1.36241
O 0.02028 0.19294 0.84783
O -1.28329 -1.00178 -3.20932
F -1.20247 2.04543 -1.40901
F -0.23429 -1.91314 0.72498
F -1.98716 -0.67694 0.75869
S -1.55667 0.35178 -2.95482
H 0.00232 0.42695 -0.24116
*
```

* HOMO energy: -0.402 hartree


Here is how they stack up, most stable first: #A, #B.


#A
# C33H38CaN4S

C33H38CaN4S as an isolated structure (ωB97M-V/def2-TZVPD, the Open Molecules 2025 dataset).

Geometry as ORCA input:
```
! wB97M-V def2-TZVPD RIJCOSX def2/J DEFGRID3
* xyz -2 1
Ca -0.63543 0.48311 0.94934
N 3.57687 0.33156 1.39250
N 1.25236 2.11488 0.48648
C -2.44601 0.29369 -1.39453
C -2.89031 0.96649 -0.22641
C -3.11327 -0.02489 0.78483
C -3.43419 0.23481 2.21009
H -3.95978 1.19613 2.33027
H -2.53576 0.27685 2.87705
H -4.06282 -0.58250 2.60278
C -2.70492 -1.28129 0.25270
C -2.69770 -2.57676 0.96171
H -3.49414 -2.61623 1.71120
H -1.75341 -2.75183 1.49230
H -2.81307 -3.39618 0.24363
C -2.26955 -1.07225 -1.08019
C -1.63973 -2.07726 -1.96547
H -1.28084 -2.94102 -1.39090
H -0.76617 -1.65875 -2.49528
H -2.34159 -2.44331 -2.73248
C -2.90545 2.42952 -0.02077
H -3.58353 2.67742 0.79928
H -3.23859 2.92625 -0.94263
H -1.91556 2.86825 0.21819
C -2.05748 0.90022 -2.68169
H -0.98997 0.70997 -2.87690
H -2.21191 1.98493 -2.68120
H -2.60746 0.49082 -3.54419
C 4.29910 -0.65814 1.92602
H 4.76747 -1.39517 1.24840
C 4.43055 -0.81850 3.33315
H 5.00370 -1.64917 3.72590
C 3.81553 0.11042 4.18112
H 3.93824 0.07903 5.27112
C 2.94685 1.02862 3.61932
H 2.39889 1.74459 4.22904
C 2.69701 0.98647 2.20731
C 1.44896 1.61549 1.79420
H 0.99138 2.26544 2.54364
C 1.26024 1.27752 -0.61808
C 1.11681 3.46605 0.08909
H 1.04723 4.25810 0.81061
C 1.23593 3.47477 -1.24411
H 1.27218 4.29705 -1.94451
N 1.32744 2.14462 -1.66444
C 1.43146 1.65645 -2.97598
C 0.80433 2.29642 -4.06687
C 0.77120 1.59566 -5.28320
H 0.28841 2.04202 -6.16168
C 1.32481 0.31692 -5.39931
C 1.30002 -0.41674 -6.69753
H 0.78416 -1.37443 -6.56793
H 2.32412 -0.62106 -7.03203
H 0.78314 0.18827 -7.44287
C 1.92010 -0.29827 -4.29360
H 2.32357 -1.31678 -4.37970
C 2.03286 0.38226 -3.08227
C 2.76646 -0.20994 -1.93382
H 3.71951 0.30569 -1.73038
H 2.98386 -1.26848 -2.12473
H 2.14559 -0.10771 -0.95481
C 0.11573 3.61541 -3.97843
H 0.82712 4.44809 -3.95340
H -0.54460 3.68648 -3.10881
H -0.50433 3.75318 -4.86946
S -0.10998 -1.05759 3.10752
C -0.67457 -2.23052 4.22017
N 0.27682 -2.99585 4.88066
C -0.04701 -3.98439 5.77201
C -1.37743 -4.24731 6.04328
C -2.37207 -3.50366 5.39957
C -2.01617 -2.47728 4.53485
H 1.25839 -2.79148 4.67973
H 0.79613 -4.51373 6.22406
H -1.63574 -5.02900 6.75265
H -3.42727 -3.70775 5.56622
H -2.74675 -1.82466 4.06863
*
```

* HOMO energy (alpha / beta): -0.007 / 0.094 hartree


#B
# C33H38CaN4S

C33H38CaN4S as an isolated structure (ωB97M-V/def2-TZVPD, the Open Molecules 2025 dataset).

Geometry as ORCA input:
```
! wB97M-V def2-TZVPD RIJCOSX def2/J DEFGRID3
* xyz -2 1
Ca -0.55788 -0.43451 0.18671
N 0.44495 -2.96886 2.37337
N 0.16978 -2.31837 -1.63605
C 0.66304 1.94816 -0.35459
C 1.72947 1.05535 -0.04583
C 1.62299 0.70482 1.32946
C 2.48478 -0.25027 2.07381
H 3.39351 -0.48182 1.50263
H 1.96662 -1.20345 2.29114
H 2.79102 0.18166 3.03917
C 0.50607 1.39244 1.87635
C 0.08945 1.38112 3.30161
H 0.57601 2.18962 3.87327
H 0.35502 0.43388 3.79106
H -0.99470 1.51863 3.40368
C -0.09469 2.15393 0.83514
C -1.28563 3.02588 0.98744
H -2.12730 2.47891 1.44240
H -1.62675 3.40560 0.01664
H -1.06853 3.89717 1.62686
C 2.80974 0.63962 -0.97555
H 3.67827 1.31728 -0.90125
H 2.47636 0.66096 -2.02301
H 3.16431 -0.37691 -0.75540
C 0.44092 2.60836 -1.66628
H -0.62235 2.83146 -1.83325
H 0.77135 1.96786 -2.49541
H 0.99648 3.55922 -1.74543
C -0.18826 -3.61645 3.35762
H 0.27073 -3.60572 4.35814
C -1.39842 -4.30545 3.16883
H -1.87905 -4.80598 4.00571
C -1.96889 -4.31446 1.89639
H -2.92966 -4.79458 1.70822
C -1.28023 -3.72608 0.83768
H -1.64721 -3.71700 -0.19077
C -0.02583 -3.08874 1.07899
C 0.77451 -2.42157 0.09541
H 1.84945 -2.64351 0.05469
C -0.46864 -1.23610 -2.05724
C 0.46176 -3.16488 -2.67105
H 0.90979 -4.11927 -2.50080
C 0.16234 -2.52741 -3.81344
H 0.26263 -2.77561 -4.85927
N -0.38440 -1.26812 -3.42106
C -0.53607 -0.12571 -4.21648
C 0.51496 0.25251 -5.07031
C 0.33272 1.41468 -5.84777
H 1.09927 1.68573 -6.56626
C -0.81577 2.18912 -5.70134
C -1.03329 3.36983 -6.60040
H -1.57366 4.16113 -6.06790
H -1.62976 3.08802 -7.48106
H -0.07073 3.75606 -6.95325
C -1.79040 1.85350 -4.76088
H -2.68374 2.45900 -4.64411
C -1.64957 0.69459 -3.97374
C -2.69705 0.37470 -2.96025
H -2.81957 -0.69931 -2.78544
H -3.65923 0.77040 -3.31288
H -2.51911 0.86152 -1.98516
C 1.80589 -0.49176 -5.13076
H 1.68703 -1.51854 -5.49296
H 2.34295 -0.52506 -4.16979
H 2.46684 0.02211 -5.83669
S -3.21502 -0.23563 0.90859
C -3.43710 -0.38525 2.59690
N -4.63140 0.07183 3.11729
C -4.94092 0.02890 4.44854
C -4.03586 -0.52384 5.33562
C -2.81145 -1.01015 4.85370
C -2.52127 -0.95076 3.49380
H -5.30272 0.45548 2.45297
H -5.90691 0.44657 4.72270
H -4.28488 -0.57832 6.39312
H -2.08097 -1.43894 5.54020
H -1.60062 -1.36931 3.08208
*
```

* HOMO energy (alpha / beta): -0.005 / 0.098 hartree


Here is how they stack up, most stable first: #B, #A.


#A
# CH2N2OS

One molecule with the formula CH2N2OS (ωB97M-V/def2-TZVPD, the Open Molecules 2025 dataset).

Geometry as ORCA input:
```
! wB97M-V def2-TZVPD RIJCOSX def2/J DEFGRID3
* xyz 0 1
N 3.13913 0.96945 0.26190
C 2.21619 0.33151 0.10192
S 0.74874 -0.54382 -0.28487
N -0.77171 0.61210 0.58123
O 0.84117 -1.77601 0.42737
H 1.42677 -0.67682 -1.70186
H -1.31081 -0.10633 0.92732
*
```

* SMILES string: N#C[S@H](=N)=O
* HOMO energy (alpha / beta): -0.384 / -0.362 hartree


#B
# CH2N2OS

A 2-piece molecular cluster, CH2N2OS overall (ωB97M-V/def2-TZVPD, the Open Molecules 2025 dataset).

Geometry as ORCA input:
```
! wB97M-V def2-TZVPD RIJCOSX def2/J DEFGRID3
* xyz 0 1
C -2.17726 -1.51112 -2.04331
N -1.43582 -0.50952 -1.56217
N 1.24460 -0.28534 1.06490
O -0.03395 1.81655 0.83395
S 1.21157 1.24090 1.30851
H 2.05832 -0.84292 1.40771
H -0.86746 0.09145 -1.00959
*
```

* HOMO energy: -0.419 hartree


Here is how they stack up, most stable first: #B, #A.


#A
# C4H4Br2N3Pt

C4H4Br2N3Pt as an isolated structure (ωB97M-V/def2-TZVPD, the Open Molecules 2025 dataset).

Geometry as ORCA input:
```
! wB97M-V def2-TZVPD RIJCOSX def2/J DEFGRID3
* xyz -1 3
Pt 0.73585 -0.11664 0.86182
Br -1.21190 -2.67398 0.14489
C 0.41097 -1.70899 -0.35432
Br 2.99410 1.05019 0.60890
H 0.24570 -1.33911 -1.35963
H 1.21071 -2.43722 -0.30908
N -3.85201 2.90203 -2.21323
C -2.74464 2.88456 -1.87049
N -1.47543 2.97745 -1.51844
C -0.85563 1.99866 -0.97058
N -0.18685 1.17170 -0.49316
C 1.42017 -1.30207 2.25784
H 2.41608 -1.19361 2.67834
H 0.89288 -2.21297 2.53714
*
```

* HOMO energy (alpha / beta): -0.173 / -0.209 hartree


#B
# C4H4Br2N3Pt

C4H4Br2N3Pt as an isolated structure (ωB97M-V/def2-TZVPD, the Open Molecules 2025 dataset).

Geometry as ORCA input:
```
! wB97M-V def2-TZVPD RIJCOSX def2/J DEFGRID3
* xyz -1 3
Pt 0.91517 -0.32866 0.14212
Br 3.34458 -0.39084 -0.02462
C 2.60206 2.85571 -0.56891
Br 0.82270 2.32660 -0.61311
H 3.11390 2.88664 -1.51492
H 3.11387 2.71019 0.36598
N -5.21067 -1.37352 -0.81084
C -4.37995 -0.75942 -0.28380
N -3.52242 -0.00033 0.37324
C -2.25307 -0.18008 0.26580
N -1.09354 -0.22787 0.22229
C 0.86417 -2.16423 0.70104
H 1.77807 -2.71983 0.86492
H -0.09488 -2.63435 0.88080
*
```

* HOMO energy (alpha / beta): -0.146 / -0.191 hartree


Here is how they stack up, most stable first: #A, #B.